The following is a DFT calculation (wB97M-V/def2-TZVPD) of the ion C4H9NOPS with charge +1.

Positions of all 17 atoms, in Å:
C  3.28455  -0.56483  0.32855
C  2.50572  0.02487  -0.78598
C  -1.97871  -1.29104  0.79684
C  -1.48365  -0.00025  0.10928
N  3.04362  -0.72981  1.51066
O  1.17946  -0.26706  -0.60016
P  0.33477  0.53028  0.50926
S  0.51234  2.52601  -0.29990
H  4.31794  -0.81852  -0.10454
H  2.91679  1.08507  -0.78500
H  2.87940  -0.29238  -1.84333
H  -1.56737  -2.09318  0.26334
H  -1.78310  -1.38146  1.92835
H  -3.05812  -1.53760  0.60343
H  -1.94770  0.98235  0.50730
H  -1.54128  -0.11115  -1.03682
H  0.15702  3.19418  0.78348

Calculated values
* spin multiplicity: 1
* charge: +1
* ΔE to the lowest compared entry with this formula, charge and spin: 5.151 eV
* E_tot: -27944.464 eV
* frontier orbital gap (alpha / beta): 5.5 / 5.5 eV
* E_LUMO (alpha / beta): -0.28337 / -0.28333 Eh


The following is a DFT calculation (wB97M-V/def2-TZVPD) of the molecule C5H8N2S.

Positions of all 16 atoms, in Å:
C  2.20051  0.93418  1.04084
C  0.85859  1.24976  1.16105
C  0.77009  -0.60665  -0.18368
C  0.53870  -1.55778  -1.17382
C  -1.39053  0.26427  0.60235
N  2.41625  -0.10827  0.19535
N  0.07034  0.28591  0.53945
S  3.72141  -0.79090  -0.38330
H  3.03426  1.39947  1.50699
H  0.55299  1.97907  1.83531
H  -0.46504  -1.66718  -1.22637
H  0.91913  -1.15980  -2.06529
H  1.30147  -2.41753  -0.94068
H  -1.62878  -0.41846  1.41386
H  -1.80328  1.25322  0.77476
H  -1.94690  -0.19744  -0.28917

Calculated values
* spin multiplicity: 1
* ΔE to the lowest compared entry with this formula, charge and spin: 3.880 eV
* E_tot: -19126.542 eV
* frontier orbital gap (alpha / beta): 7.0 / 7.0 eV
* E_LUMO (alpha / beta): 0.01754 / 0.01754 Eh


The following is a DFT calculation (wB97M-V/def2-TZVPD) of a cluster of 2 separate species, C5H16NO in total.

Positions of all 23 atoms, in Å:
C  -0.71079  0.59172  0.31745
C  0.39793  -0.09698  -0.50382
C  0.92332  1.14880  -1.31373
C  -0.12430  -1.09767  -1.54982
C  1.03311  -2.06436  -1.88802
N  -1.12164  -0.15535  1.56936
H  -0.51399  1.61962  0.60915
H  -1.59080  0.63902  -0.31782
H  1.24280  -0.38229  0.11470
H  1.69103  0.80535  -2.01710
H  1.52554  1.80038  -0.68619
H  0.14829  1.61679  -1.90885
H  -0.37009  -0.58300  -2.47370
H  -1.06745  -1.56590  -1.24615
H  1.52722  -2.47490  -1.00118
H  1.78571  -1.50082  -2.42999
H  0.71057  -2.98824  -2.36397
H  -1.45570  -1.05703  1.22564
H  -1.83898  0.25940  2.17737
H  -0.36926  -0.25253  2.25917
H  -0.03285  1.68044  4.21895
H  -1.28292  2.21438  3.82034
O  -0.50673  1.84317  3.38823

Calculated values
* spin multiplicity: 1
* charge: +1
* ΔE to the lowest compared entry with this formula, charge and spin: 1.030 eV
* E_tot: -8975.485 eV
* frontier orbital gap: 11.4 eV
* E_LUMO: -0.12475 Eh


The following is a DFT calculation (wB97M-V/def2-TZVPD) of the molecule C3H3NOS2.

Positions of all 10 atoms, in Å:
C  -0.99190  -0.08331  -0.12852
C  -0.04269  -1.05367  -0.07714
C  -0.85518  1.32147  -0.04574
N  0.29870  1.90357  0.09813
O  2.35957  -1.79666  0.75716
S  1.74662  1.27478  0.07047
S  1.71882  -1.12902  -0.33023
H  -2.03573  -0.51394  -0.28740
H  -0.50273  -1.91821  -0.13081
H  -1.69548  1.99499  0.07408

Calculated values
* spin multiplicity: 1
* ΔE to the lowest compared entry with this formula, charge and spin: 3.357 eV
* E_tot: -28364.477 eV
* frontier orbital gap: 7.9 eV
* E_LUMO: -0.03296 Eh


The following is a DFT calculation (wB97M-V/def2-TZVPD) of a structure of composition H18N3O18Zn.

Positions of all 40 atoms, in Å:
Zn  8.90622  -20.57178  -4.15378
N  5.74755  -20.25139  -4.59397
O  4.96502  -19.80871  -3.75800
O  7.00614  -20.07957  -4.37786
O  5.38749  -20.82562  -5.60612
N  10.08805  -18.96650  -6.85233
O  9.40821  -19.47839  -5.92701
O  10.45300  -19.66590  -7.81328
O  10.13844  -17.72436  -6.93356
N  12.49399  -22.87289  -6.21222
O  13.54447  -22.26065  -6.33827
O  12.37569  -24.06272  -6.49475
O  11.46694  -22.24640  -5.74043
O  8.93367  -22.31320  -5.16325
H  9.78320  -22.50863  -5.64488
H  8.49260  -23.16203  -5.07630
O  9.39985  -21.95330  -9.09024
H  8.61126  -22.05294  -8.54938
H  9.89268  -21.23593  -8.65942
O  12.83311  -15.86044  -6.64638
H  12.06886  -15.76935  -6.07317
H  12.44954  -15.79759  -7.52746
O  8.11775  -15.67190  -6.29081
H  8.76514  -16.29103  -5.92705
H  8.41324  -14.79732  -6.01744
O  8.85632  -18.44216  -10.09630
H  9.62039  -17.91146  -10.33625
H  9.15853  -18.93951  -9.32325
O  10.88217  -20.94995  -3.77563
H  11.39348  -21.47095  -4.47913
H  11.51548  -20.66532  -3.11272
O  10.48334  -14.90446  -8.12968
H  9.94193  -15.59311  -7.71292
H  10.39312  -15.07323  -9.07214
O  9.14301  -18.78176  -3.11527
H  9.82221  -18.67792  -2.44174
H  8.98460  -17.90289  -3.47740
O  13.24372  -19.07047  -8.70099
H  12.30001  -19.09699  -8.48492
H  13.42941  -18.14048  -8.85606

Calculated values
* spin multiplicity: 1
* charge: -1
* E_tot: -90029.050 eV
* frontier orbital gap: 7.9 eV
* E_LUMO: 0.04108 Eh


The following is a DFT calculation (wB97M-V/def2-TZVPD) of a structure of composition C30H22IN5NdO4S3.

Positions of all 66 atoms, in Å:
Nd  0.32918  1.31556  -0.16479
C  2.14963  -0.25749  3.63305
C  2.96553  -0.42211  2.39025
N  4.26838  -0.56026  2.49943
C  4.99702  -0.66736  1.37638
C  4.47475  -0.65586  0.10600
C  5.42069  -0.81230  -1.06073
O  5.33673  0.21475  -2.03360
C  3.07130  -0.52117  -0.04712
C  2.49937  -0.52002  -1.38025
N  1.22407  -0.46720  -1.60273
C  0.69609  -0.52332  -2.90312
C  1.42487  -0.32200  -4.07424
C  0.82190  -0.44411  -5.31598
C  -0.52765  -0.73959  -5.41703
C  -1.28552  -0.88738  -4.26579
C  -0.67414  -0.77882  -3.03022
I  -1.83269  -0.98604  -1.29621
C  2.30087  -0.40328  1.13248
O  0.98954  -0.27033  1.13137
H  2.81132  -0.25936  4.49573
H  1.41658  -1.06321  3.72436
H  1.59350  0.68260  3.59722
H  6.06969  -0.75106  1.51389
H  5.21664  -1.74354  -1.59712
H  6.43802  -0.88699  -0.66219
H  5.50214  1.06490  -1.59405
H  3.19857  -0.65950  -2.20008
H  2.47381  -0.05963  -4.01144
H  1.41501  -0.29231  -6.20906
H  -1.00366  -0.82047  -6.38586
H  -2.34919  -1.07391  -4.32955
S  1.13285  3.14247  1.76623
C  2.84247  3.04096  1.46222
C  3.67142  3.34460  2.59199
N  4.32052  3.61324  3.50586
C  3.44230  2.78011  0.25784
S  2.63796  2.52016  -1.24903
C  4.87133  2.73564  0.17115
N  6.00801  2.65574  -0.01447
O  -3.32274  2.18226  -8.40972
C  -4.01210  2.14765  -7.23970
O  -5.19812  1.96100  -7.27051
C  -3.22846  2.34357  -5.98511
C  -1.84350  2.44892  -5.93448
C  -1.18227  2.61638  -4.73189
C  -1.88237  2.69419  -3.52806
S  -1.03116  2.89828  -2.00771
C  -3.27081  2.59577  -3.58654
C  -3.93185  2.41890  -4.79018
H  -2.40263  2.38659  -8.23517
H  -1.22729  2.37483  -6.82704
H  -0.10097  2.67670  -4.70760
H  -3.83362  2.64692  -2.66212
H  -5.01074  2.33441  -4.82376
C  -4.06057  1.87302  2.92186
C  -3.14326  0.85279  3.11972
C  -2.05614  0.76690  2.26821
N  -1.85533  1.61316  1.25447
C  -2.73837  2.59820  1.07159
C  -3.84943  2.76258  1.88270
H  -4.92169  1.97291  3.57024
H  -3.25457  0.13646  3.92177
H  -1.30629  -0.00722  2.40034
H  -2.53996  3.25573  0.23443
H  -4.53192  3.57901  1.69072

Calculated values
* spin multiplicity: 4
* charge: -1
* ΔE to the lowest compared entry with this formula, charge and spin: 0.000 eV
* E_tot: -102997.412 eV
* frontier orbital gap (alpha / beta): 6.1 / 6.1 eV
* E_LUMO (alpha / beta): 0.05427 / 0.05451 Eh


The following is a DFT calculation (wB97M-V/def2-TZVPD) of a structure of composition ClO4Pb4.

Positions of all 9 atoms, in Å:
Pb  -0.27088  -3.75137  -3.64091
Pb  -1.05311  -2.07339  5.20468
Pb  6.00429  -0.93203  0.55428
Pb  -3.94098  4.13942  -2.34805
Cl  -0.12404  0.53008  0.07574
O  -0.43384  0.49937  1.49324
O  -1.01993  -0.38858  -0.57286
O  -0.47715  1.77587  -0.57646
O  1.31564  0.20064  -0.18967

Calculated values
* spin multiplicity: 1
* charge: +7
* ΔE to the lowest compared entry with this formula, charge and spin: 2.791 eV
* E_tot: -41588.221 eV
* frontier orbital gap: 3.4 eV
* E_LUMO: -0.79344 Eh


The following is a DFT calculation (wB97M-V/def2-TZVPD) of the molecule C5H9NO.

Positions of all 16 atoms, in Å:
C  0.41944  1.67627  -0.00302
C  0.19408  -0.68237  0.63464
C  1.17880  -1.07530  -0.40349
C  -1.21975  -0.86717  0.24066
O  -1.46717  -0.81120  -1.15686
C  0.48805  1.01244  1.38206
N  0.63046  1.35401  2.50342
H  -0.31453  1.25871  -0.69509
H  0.16884  2.72014  0.19387
H  1.40574  1.62685  -0.47048
H  2.20297  -0.79882  -0.14043
H  0.93817  -0.77127  -1.43194
H  1.12259  -2.17649  -0.39680
H  -1.42047  -1.88173  0.64309
H  -1.86984  -0.18207  0.80011
H  -2.41901  -0.87564  -1.30225

Calculated values
* spin multiplicity: 1
* ΔE to the lowest compared entry with this formula, charge and spin: 5.635 eV
* E_tot: -8863.577 eV
* frontier orbital gap (alpha / beta): 7.5 / 8.2 eV
* E_LUMO (alpha / beta): -0.02451 / -0.00453 Eh